No. 1
15
Properties=species:S:1:pos:R:3 method="wB97M-V/def2-TZVPD" de_lowest_kcal_mol=91.4 multiplicity=1 e_lumo_ev="-0.4 / -1.0" energy_ha=-934.3925 gap_ha="0.2829 / 0.2723" max_force_ha_per_bohr=0.0497
C -2.1585 0.4719 -0.0114
C 1.2654 -1.0511 1.3650
C 1.0762 0.2236 -2.0410
O -1.1015 -0.2792 0.5989
P 0.4346 0.3839 0.7178
S 0.6239 1.9763 1.8953
H -3.0272 0.5458 0.6931
H -2.5652 0.0535 -0.8656
H -1.7098 1.4106 -0.3542
H 1.2996 -1.8461 0.5201
H 2.2051 -0.9860 2.0332
H 0.5239 -1.4475 2.0782
H 1.3750 -0.8173 -1.8813
H 0.0138 0.3222 -2.3264
H 1.7447 1.0395 -2.4218

No. 2
14
Properties=species:S:1:pos:R:3 method="wB97M-V/def2-TZVPD" total_charge=-1 de_lowest_kcal_mol=59.3 multiplicity=1 e_lumo_ev=3.5 energy_ha=-593.0784 gap_ha=0.2194 max_force_ha_per_bohr=0.0559
C -1.7486 -1.0578 0.6031
O -1.6039 -0.1307 -0.3542
H -1.2213 -2.0149 0.3732
H -1.3763 -0.7439 1.6610
H -2.8248 -1.3115 0.8187
C 0.9306 0.0691 -1.6771
S 2.2114 0.3408 -0.3013
C 1.0533 0.9378 0.9540
H 1.5688 -0.2410 -2.5027
H 0.6509 1.0767 -1.9739
H 0.1019 -0.5426 -1.3014
H 0.7086 0.3571 1.8018
H 1.4251 1.9090 1.3739
H 0.1243 1.3520 0.5250

No. 3
13
Properties=species:S:1:pos:R:3 method="wB97M-V/def2-TZVPD" smiles="C=[PH](C)C" de_lowest_kcal_mol=29.9 multiplicity=1 e_lumo_ev=1.2 energy_ha=-460.9470 gap_ha=0.3304 max_force_ha_per_bohr=0.0590
C -0.0413 1.8889 0.1329
P 0.0755 0.2407 0.4498
C -1.4313 -0.5992 -0.2360
C 1.3735 -0.4872 -0.5198
H 1.0416 2.2647 0.3876
H -0.8154 2.5519 0.5749
H 0.1496 -0.6766 1.5861
H -1.3210 -1.5687 -0.6137
H -2.2443 -0.6379 0.5217
H -1.8862 -0.0405 -0.9580
H 1.2523 0.1904 -1.4742
H 2.5083 -0.4969 -0.2147
H 1.0782 -1.5757 -0.5372

No. 4
14
Properties=species:S:1:pos:R:3 method="wB97M-V/def2-TZVPD" de_lowest_kcal_mol=84.8 multiplicity=1 e_lumo_ev=-0.1 energy_ha=-859.1006 gap_ha=0.3188 max_force_ha_per_bohr=0.0521
C -0.1071 1.4107 0.5213
C 2.3931 -1.7610 0.8134
C 1.0526 1.5614 1.4660
P 1.5202 -2.9939 0.1829
S 2.3696 2.3802 1.1700
H -0.3139 0.2948 0.3999
H -0.0649 1.9192 -0.4638
H -1.0285 1.7878 1.0306
H 1.8632 -0.9408 1.2204
H 3.4144 -1.8305 0.8328
H 0.8688 1.1412 2.4958
H 0.0520 -2.6354 0.6043
H 3.0863 4.6299 -1.3606
H 2.3940 4.8919 -1.5980

No. 5
13
Properties=species:S:1:pos:R:3 method="wB97M-V/def2-TZVPD" total_charge=-1 de_lowest_kcal_mol=18.1 multiplicity=1 e_lumo_ev=3.7 energy_ha=-517.8852 gap_ha=0.2224 max_force_ha_per_bohr=0.0675
S -1.3614 2.4863 0.5772
H -1.0396 2.5850 -0.7767
C 1.0093 -0.5687 0.4270
C 1.2831 -1.9103 -0.1404
C 0.3496 -2.4847 -1.2120
H 1.9068 -0.1279 0.9022
H 0.7772 0.1885 -0.3383
H 0.1320 -0.4345 1.1275
H 2.1864 -1.5829 -0.7560
H 1.6850 -2.6486 0.5223
H 0.7779 -3.4401 -1.5186
H 0.1967 -1.7086 -2.0634
H -0.6924 -2.8301 -0.7825

No. 6
13
Properties=species:S:1:pos:R:3 method="wB97M-V/def2-TZVPD" total_charge=-1 de_lowest_kcal_mol=8.3 multiplicity=1 e_lumo_ev=4.2 energy_ha=-517.9007 gap_ha=0.2345 max_force_ha_per_bohr=0.0086
C 2.0434 0.1974 -0.8453
C 1.5979 0.5128 0.5916
S -0.1686 0.2191 0.8599
H 1.5343 0.8727 -1.5348
H 1.7401 -0.8203 -1.0999
H 3.1306 0.2886 -0.9750
H 1.8261 1.5677 0.7725
H 2.1970 -0.0994 1.2738
C -2.9084 -0.9279 -1.0441
H -3.3152 -0.2122 -0.3323
H -2.1876 -0.4223 -1.6785
H -3.7284 -1.3333 -1.6437
H -2.3953 -1.7128 -0.4971